No. 1
{
  "formula": "C5H12Se2",
  "method": "wB97M-V/def2-TZVPD",
  "species": ["C", "C", "C", "C", "C", "Se", "Se", "H", "H", "H", "H", "H", "H", "H", "H", "H", "H", "H", "H"],
  "positions_angstrom": [[1.655, -0.460, 0.655], [-2.023, -0.481, 1.395], [1.324, 1.447, -1.663], [-1.322, -0.682, -1.303], [1.014, 0.809, 0.970], [-2.237, 0.641, -0.246], [0.608, 2.122, -0.186], [1.045, -1.071, 0.015], [1.702, -0.876, 1.644], [2.689, -0.349, 0.184], [-2.452, 0.036, 2.159], [-2.567, -1.565, 1.277], [-0.992, -0.589, 1.441], [2.186, 0.846, -1.427], [-0.645, -0.324, -1.943], [1.555, 2.039, -2.504], [-2.020, -1.527, -1.756], [-0.528, -1.164, -0.772], [1.009, 1.147, 2.058]],
  "atomic_forces_ev_per_a": [[1.48, 0.56, -0.10], [-2.21, -3.01, -3.37], [0.83, -0.40, 0.27], [-3.07, -3.31, 0.92], [-0.33, 2.29, 1.79], [-0.69, -1.27, 0.40], [0.72, -0.20, 0.45], [0.01, -0.42, -0.41], [0.59, -1.05, 0.17], [-1.08, -0.33, 0.63], [-0.98, 1.32, 2.33], [1.33, 2.79, 0.14], [1.77, -0.30, 0.59], [-0.06, -0.66, 0.00], [1.58, 2.29, -3.62], [-0.63, 0.93, -0.87], [1.45, 2.00, 0.86], [-0.36, -0.77, 1.45], [-0.36, -0.46, -1.65]],
  "de_lowest_kj_mol": 357.5,
  "homo_ev": [-7.33, -7.13]
}



No. 2
{
  "formula": "C5H12Si",
  "method": "wB97M-V/def2-TZVPD",
  "species": ["C", "C", "C", "C", "C", "Si", "H", "H", "H", "H", "H", "H", "H", "H", "H", "H", "H", "H"],
  "positions_angstrom": [[-0.029, -1.329, -0.279], [-0.328, -0.103, 0.598], [-2.765, -0.090, 0.013], [3.212, 0.190, 0.488], [-1.431, 0.747, 0.010], [1.416, -0.125, -0.127], [-0.161, -2.130, 0.426], [-0.334, -1.489, -1.290], [-0.218, -0.450, 1.670], [-2.543, -1.022, -0.512], [-3.607, 0.445, -0.386], [-2.929, -0.306, 1.075], [3.317, 1.328, 0.693], [3.622, -0.395, 1.197], [3.756, 0.255, -0.407], [-1.596, 1.635, 0.579], [-1.091, 1.253, -1.021], [1.710, 1.586, -2.727]],
  "atomic_forces_ev_per_a": [[1.80, -0.76, 1.75], [1.33, 0.59, -0.48], [1.91, 0.48, 0.25], [-2.53, 4.02, -1.42], [-0.32, 0.78, -1.12], [-0.50, 0.50, -0.16], [0.24, -1.11, -0.66], [-0.70, 0.13, -0.34], [-1.11, 0.80, -1.03], [-0.53, 0.05, -0.01], [-0.36, 0.10, -0.31], [-0.27, -0.15, -0.24], [-0.65, -1.79, 0.57], [1.50, -1.88, 2.39], [1.07, -0.94, -1.44], [-0.15, 0.69, 0.78], [-0.81, -1.73, 1.81], [0.05, 0.22, -0.33]],
  "de_lowest_kj_mol": 265.6,
  "multiplicity": 3,
  "homo_ev": [-6.90, -8.18]
}



No. 3
{
  "formula": "C5H13BO4P",
  "method": "wB97M-V/def2-TZVPD",
  "species": ["C", "O", "B", "O", "P", "C", "C", "C", "C", "O", "O", "H", "H", "H", "H", "H", "H", "H", "H", "H", "H", "H", "H", "H"],
  "positions_angstrom": [[2.541, 0.576, 0.976], [2.683, -0.154, -0.272], [1.566, 0.012, -0.981], [1.463, 0.997, -1.904], [0.020, -1.167, -0.804], [0.548, -2.806, -0.196], [-1.313, -0.575, 0.297], [-1.365, 0.918, 0.573], [-2.333, 1.622, -0.348], [-2.728, 1.165, -1.332], [-2.708, 2.823, 0.052], [2.427, 1.635, 0.788], [3.396, 0.395, 1.593], [1.630, 0.248, 1.476], [0.694, 1.545, -1.685], [-0.483, -1.390, -2.092], [1.621, -2.872, -0.120], [0.150, -3.598, -0.808], [0.131, -2.933, 0.788], [-2.241, -0.839, -0.193], [-1.304, -1.147, 1.206], [-0.414, 1.443, 0.530], [-1.724, 1.056, 1.582], [-2.254, 3.046, 0.874]],
  "atomic_forces_ev_per_a": [[-0.44, -0.14, -0.29], [0.13, -0.45, 0.77], [0.66, 0.74, -0.90], [-0.52, 0.41, 0.68], [-0.20, -1.26, 0.45], [-0.33, 0.46, 0.00], [-0.01, 0.29, -0.69], [-0.11, -0.09, 0.31], [1.25, 1.13, 2.69], [-1.32, -1.98, -3.75], [0.02, 0.93, 0.48], [0.23, 0.35, -0.17], [0.42, -0.19, 0.21], [0.00, -0.19, 0.38], [-0.14, 0.07, -0.97], [-0.12, 0.26, 0.08], [0.37, 0.02, -0.14], [-0.03, -0.21, -0.37], [-0.10, -0.05, 0.48], [-0.28, -0.16, -0.27], [0.43, -0.30, 0.46], [0.33, -0.03, 0.00], [-0.05, 0.06, 0.46], [-0.20, 0.30, 0.08]],
  "de_lowest_kj_mol": 72.6,
  "total_charge": 1,
  "homo_ev": -14.55
}



No. 4
{
  "formula": "C5H13BS",
  "method": "wB97M-V/def2-TZVPD",
  "species": ["B", "C", "C", "C", "C", "C", "S", "H", "H", "H", "H", "H", "H", "H", "H", "H", "H", "H", "H", "H"],
  "positions_angstrom": [[0.509, 0.617, 0.992], [-1.755, 0.631, -0.171], [2.129, 1.581, 2.637], [-1.130, -2.461, -3.024], [-0.682, -0.002, 0.732], [1.690, 1.631, 1.167], [-0.514, -2.853, -1.353], [-2.030, -0.047, -0.960], [-2.568, 1.025, 0.463], [-1.531, 1.684, -0.543], [1.413, 1.999, 3.312], [2.338, 0.506, 2.840], [3.118, 2.066, 2.679], [-2.098, -2.974, -3.020], [-0.472, -3.025, -3.736], [-1.295, -1.344, -3.226], [-1.075, -1.046, 1.039], [0.123, -1.795, -1.327], [1.241, 2.571, 0.828], [2.588, 1.238, 0.674]],
  "atomic_forces_ev_per_a": [[0.62, 1.12, -0.35], [0.53, 2.71, 1.07], [1.29, -0.54, -0.70], [-0.34, -0.45, -0.44], [-1.83, -2.19, -0.05], [-0.75, -2.06, 0.52], [-1.71, -2.21, -0.36], [-0.48, -0.01, -0.30], [-0.45, -1.26, -0.15], [0.68, -1.46, -0.34], [-0.25, 0.15, 0.56], [-0.30, 0.72, 0.40], [-0.50, 0.12, 0.52], [0.03, 0.34, -0.45], [-0.65, 1.14, 0.26], [0.53, -1.81, 0.28], [1.15, 1.82, -0.18], [2.12, 2.93, 0.66], [0.72, 0.15, -0.12], [-0.42, 0.78, -0.85]],
  "de_lowest_kj_mol": 246.2,
  "homo_ev": -8.01
}



No. 5
{
  "formula": "C5H13Cl2N2P",
  "method": "wB97M-V/def2-TZVPD",
  "species": ["C", "C", "C", "C", "C", "N", "N", "P", "Cl", "Cl", "H", "H", "H", "H", "H", "H", "H", "H", "H", "H", "H", "H", "H"],
  "positions_angstrom": [[-0.270, -2.138, 1.530], [-0.968, 0.824, 2.244], [0.880, 1.663, 1.046], [0.541, -1.961, -1.865], [-0.622, 0.197, -1.843], [-0.220, 0.704, 1.063], [-0.326, -1.074, -1.027], [0.276, -0.850, 0.488], [-0.429, -3.814, 0.835], [2.904, 0.444, -1.718], [0.219, -2.103, 2.451], [-1.362, 1.902, 2.197], [-1.837, 0.227, 2.260], [-0.378, 0.732, 3.147], [1.506, 1.700, 1.973], [1.393, 1.527, 0.120], [0.533, 2.638, 1.096], [1.347, -1.442, -2.360], [1.020, -2.636, -1.113], [-0.123, -2.405, -2.606], [-1.161, 0.905, -1.280], [0.449, 0.511, -1.989], [-1.349, 0.091, -2.726]],
  "atomic_forces_ev_per_a": [[0.66, -0.51, -2.92], [-1.28, 2.74, 0.87], [0.82, -0.59, 0.64], [-0.42, -0.66, 1.40], [0.70, -0.97, -0.37], [2.08, -2.07, -1.12], [0.38, 1.40, -1.59], [-2.53, 0.32, 0.35], [-0.01, 2.03, 0.99], [-0.56, -0.20, 0.53], [0.46, -0.37, 1.73], [0.51, -1.30, 0.42], [-0.80, -1.04, 0.07], [0.09, -0.15, 0.38], [0.01, -1.04, -0.71], [1.10, 0.04, -0.36], [-1.45, 1.97, -0.47], [0.20, 0.64, -0.01], [-0.41, -0.21, -1.24], [0.20, -0.51, 0.27], [-0.28, 0.79, 1.23], [-1.21, 0.52, -1.01], [1.74, -0.81, 0.91]],
  "de_lowest_kj_mol": 0.0,
  "homo_ev": [-8.23, -8.23]
}



No. 6
{
  "formula": "C5H13ClI2N2O2PPt",
  "method": "wB97M-V/def2-TZVPD",
  "species": ["I", "I", "Pt", "P", "C", "C", "H", "H", "H", "C", "H", "H", "H", "H", "H", "H", "C", "O", "Cl", "N", "C", "N", "O", "H", "H", "H", "H"],
  "positions_angstrom": [[-3.180, -1.005, -2.639], [-2.173, 2.054, 1.299], [-1.208, 0.116, 0.018], [-0.241, 1.644, -1.532], [-1.806, 2.179, -2.276], [0.558, 3.069, -0.753], [1.780, 0.710, -2.359], [0.969, 1.785, -3.546], [0.303, 0.111, -3.295], [0.824, 0.963, -2.836], [1.542, 2.719, -0.424], [0.679, 3.799, -1.556], [-1.594, 2.955, -3.014], [-2.474, 2.566, -1.493], [-0.069, 3.445, 0.067], [-2.287, 1.289, -2.760], [-2.610, -1.000, 0.426], [-3.379, -1.801, 0.782], [1.188, 0.285, 0.151], [1.379, -3.008, 1.398], [0.645, -2.096, 2.060], [1.211, -1.489, 3.126], [-0.517, -1.774, 1.653], [2.274, -3.332, 1.750], [0.991, -3.433, 0.570], [0.748, -0.703, 3.557], [2.128, -1.752, 3.460]],
  "atomic_forces_ev_per_a": [[-0.06, -0.29, -0.08], [-0.86, 1.01, 1.19], [4.72, 0.84, -0.92], [0.78, 1.14, -0.78], [-0.49, -0.67, 0.11], [-0.13, -0.50, -0.21], [-0.28, -0.14, -0.49], [-0.10, -0.11, -0.11], [0.47, 0.20, -0.03], [-0.45, -0.01, 0.72], [-0.27, 0.47, 0.05], [-0.08, 0.26, 0.08], [0.02, 0.06, -0.11], [0.13, 0.02, -0.50], [0.53, 0.13, -0.40], [0.45, 1.11, 0.19], [-6.73, -6.60, 2.48], [3.19, 3.69, -1.50], [-0.85, -0.43, 0.01], [-0.71, 0.47, 0.22], [2.54, 0.11, 0.80], [-0.79, -0.27, -0.81], [-0.78, -0.02, -0.13], [-0.23, -0.11, -0.09], [0.03, -0.22, 0.08], [-0.08, -0.22, 0.20], [0.00, 0.10, 0.03]],
  "de_lowest_kj_mol": 301.3,
  "total_charge": 3,
  "multiplicity": 5,
  "homo_ev": [-19.81, -19.56]
}